Entry 1:
Here is a molecular structure, C2H7N2OP at a distorted geometry from the OMol25 dataset. Energies are from wB97M-V/def2-TZVPD.

HOMO energy = -8.3 eV
energy relative to the best compared isomer or geometry (same formula, charge and spin) = 100.1 kcal per mole
net charge = 0

Geometry (Å):
C: 0.18954 1.06416 0.33543
C: -0.19700 -0.20629 2.50017
N: -0.27202 0.36049 1.16701
N: -1.07998 -0.03258 -2.44456
O: 0.36031 1.71597 -0.59366
P: -0.79774 1.50247 -2.47319
H: 0.82770 0.10590 2.90149
H: -0.89934 0.14937 3.19165
H: -0.28670 -1.31147 2.35443
H: 2.56683 -2.12218 -0.85335
H: -0.49817 -0.57862 -3.02657
H: -2.09761 1.98939 -1.80299
H: 2.18417 -2.63660 -1.25587

=====

Entry 2:
Here is a gas-phase ion, C2H7N2OS (charge +1) at a distorted geometry from the OMol25 dataset. Energies are from wB97M-V/def2-TZVPD.

HOMO energy (spin up / spin down) = -12.7 / -12.7 eV
structure (SMILES) = C/S(=C/[NH3+])#[N+][O-]
energy relative to the best compared isomer or geometry (same formula, charge and spin) = 129.6 kcal per mole
net charge = +1

Geometry (Å):
C: -1.22541 1.81982 -0.30061
S: -1.01559 0.02602 -0.60107
C: 0.77942 -0.40933 -0.15218
N: 1.23029 -1.82803 -0.24108
N: -0.62871 -0.59707 1.40168
O: -0.83573 0.33527 2.05808
H: -1.99328 2.16816 -0.93566
H: -0.32781 2.27652 -0.71615
H: -1.17630 1.88929 0.78782
H: 1.32513 0.47477 -0.56934
H: 2.19337 -1.75051 -0.12887
H: 0.70456 -2.30194 0.52726
H: 0.97006 -2.10295 -1.12988

=====

Entry 3:
Here is a molecular structure, C2H7N2PS2 at a distorted geometry from the OMol25 dataset. Energies are from wB97M-V/def2-TZVPD.

HOMO energy (spin up / spin down) = -8.5 / -7.2 eV
energy relative to the best compared isomer or geometry (same formula, charge and spin) = 44.7 kcal per mole
net charge = 0

Geometry (Å):
C: 0.15524 0.76199 -0.11691
C: -1.26251 0.50491 0.42511
N: 1.20277 -0.35252 -0.04891
N: -1.94055 -0.48888 -0.33100
P: 2.56284 -0.47127 -1.01969
S: 1.60941 -0.99379 1.50603
S: -1.47678 -1.98512 0.14942
H: -0.10194 1.19989 -1.15788
H: 0.46299 1.70628 0.36824
H: -1.18653 0.18605 1.37811
H: -1.73482 1.43004 0.48164
H: 2.26059 0.68480 -1.63311
H: 0.33471 -1.45373 1.67916
H: -1.61596 -2.50366 -1.11849

=====

Entry 4:
Here is 2 unconnected molecules or ions with the total composition C2H7N2S at a distorted geometry from the OMol25 dataset. Energies are from wB97M-V/def2-TZVPD.

HOMO energy = -2.9 eV
energy relative to the best compared isomer or geometry (same formula, charge and spin) = 33.3 kcal per mole
net charge = -1

Geometry (Å):
C: 0.67777 2.23166 -0.99181
S: -0.41178 0.96740 -1.89560
H: 1.33562 2.57129 -1.79139
H: 1.36339 1.65006 -0.33624
H: -0.03338 3.04649 -0.75913
N: 0.00084 -0.56539 0.81415
C: -0.29715 -1.86267 0.69610
N: -0.71510 -2.64364 1.66149
H: -0.43346 -0.05618 1.59375
H: -0.07565 0.11573 0.01146
H: 0.10419 -2.31132 -0.24928
H: -1.51529 -3.14342 1.24651

=====

Entry 5:
Here is 2 unconnected molecules or ions with the total composition C2H7N2S at a distorted geometry from the OMol25 dataset. Energies are from wB97M-V/def2-TZVPD.

<S²> = 0.751
spin multiplicity = 2
HOMO energy (spin up / spin down) = 4.4 / 0.0 eV
energy relative to the best compared isomer or geometry (same formula, charge and spin) = 0.0 kcal per mole
net charge = -2

Geometry (Å):
C: -2.66223 0.09497 -2.21078
S: -1.63446 0.02764 -0.74204
H: -2.15381 0.44831 -3.12169
H: -3.49113 0.81738 -2.09874
H: -3.17092 -0.83164 -2.50524
N: 0.95053 -0.17773 1.37270
C: 2.26197 -0.02793 1.01204
N: 3.20842 -0.07599 1.86278
H: 0.84261 -0.04260 2.36457
H: 0.22395 0.18096 0.75406
H: 2.43936 0.35245 0.00705
H: 4.12392 -0.03177 1.39383

=====

Entry 6:
Here is a gas-phase ion, C2H7N2S (charge +1) at a distorted geometry from the OMol25 dataset. Energies are from wB97M-V/def2-TZVPD.

HOMO energy = -14.1 eV
structure (SMILES) = NC(=[NH2+])CS
energy relative to the best compared isomer or geometry (same formula, charge and spin) = 0.0 kcal per mole
net charge = +1

Geometry (Å):
N: -0.07258 1.53545 0.03374
C: -0.28778 0.26140 0.01653
N: -1.60878 -0.31614 0.08422
C: 0.80875 -0.72016 -0.19072
S: 2.48646 0.01314 -0.01892
H: 0.89658 1.83978 -0.06938
H: -0.79194 2.23726 0.12232
H: -1.71739 -1.30522 0.20043
H: -2.40040 0.28424 0.25118
H: 0.70527 -1.58338 0.46764
H: 0.74241 -1.08603 -1.22219
H: 2.64684 -0.28082 1.27035

=====

Entry 7:
Here is a gas-phase ion, C2H7N2S (charge +1) at a distorted geometry from the OMol25 dataset. Energies are from wB97M-V/def2-TZVPD.

HOMO energy = -14.2 eV
structure (SMILES) = NC(=[NH2+])CS
energy relative to the best compared isomer or geometry (same formula, charge and spin) = 18.2 kcal per mole
net charge = +1

Geometry (Å):
N: 1.69704 0.53248 0.00193
C: 0.60425 -0.18862 -0.09799
N: 0.30098 -1.46791 -0.15913
C: -0.79356 0.81097 -0.26350
S: -2.28981 -0.14702 0.03512
H: 1.53592 1.47020 0.26173
H: 2.69823 0.19098 0.02045
H: -0.73643 -1.63703 -0.10999
H: 0.85257 -2.33726 -0.17320
H: -0.49485 1.63847 0.45682
H: -0.92797 1.15800 -1.37500
H: -2.44637 -0.02327 1.40275

=====

Entry 8:
Here is a gas-phase ion, C2H7N2S2 (charge +1) at a distorted geometry from the OMol25 dataset. Energies are from wB97M-V/def2-TZVPD.

HOMO energy = -13.6 eV
energy relative to the best compared isomer or geometry (same formula, charge and spin) = 62.3 kcal per mole
net charge = +1

Geometry (Å):
C: -0.78340 -0.71034 -0.16297
C: 0.28110 0.78114 -0.21661
N: 0.70361 -1.30986 2.10417
N: 0.16785 1.43152 -1.44384
S: -1.96402 -1.00655 -1.34123
S: -0.52663 -1.88195 1.07662
H: 1.32870 0.47099 0.15242
H: -0.18965 1.37472 0.48129
H: 0.65743 -1.75044 3.04687
H: 1.64737 -1.21725 1.65505
H: -1.75735 0.26392 -1.75199
H: 1.03129 1.53292 -1.91880
H: -0.59630 2.02117 -1.68099

=====

Entry 9:
Here is 2 unconnected molecules or ions with the total composition C2H7N3 at a distorted geometry from the OMol25 dataset. Energies are from wB97M-V/def2-TZVPD.

<S²> = 0.753
spin multiplicity = 2
HOMO energy (spin up / spin down) = 0.4 / -4.0 eV
energy relative to the best compared isomer or geometry (same formula, charge and spin) = 11.5 kcal per mole
net charge = -1

Geometry (Å):
C: 1.77465 -0.57449 -1.72569
N: 2.23604 0.22040 -0.71975
H: 1.52454 -0.06072 -2.66178
H: 1.68531 -1.65538 -1.80249
H: 2.51032 -0.38240 0.05868
N: -0.85517 0.45937 0.30962
C: -1.95601 0.51038 1.08333
N: -2.02768 0.35242 2.35175
H: 0.06020 0.19638 0.65402
H: -0.90570 0.42731 -0.69655
H: -2.84434 0.64612 0.46105
H: -1.20215 -0.13940 2.68780

=====

Entry 10:
Here is C2H7N3 in the gas phase at a distorted geometry from the OMol25 dataset. Energies are from wB97M-V/def2-TZVPD.

HOMO energy = -9.6 eV
structure (SMILES) = C/N=C\NN
energy relative to the best compared isomer or geometry (same formula, charge and spin) = 84.4 kcal per mole
net charge = 0

Geometry (Å):
C: -0.66278 1.40877 0.26938
N: -1.55488 0.42264 -0.35760
C: -0.95415 -0.78837 -0.27616
N: 0.34250 -1.21035 0.42852
N: 1.60336 -0.79150 -0.05647
H: 0.32048 1.41131 -0.45880
H: -0.35626 1.09184 1.32349
H: -0.91773 2.58116 0.13067
H: -1.61105 -1.54569 -0.80864
H: 0.28592 -2.14004 0.08964
H: 1.57281 -0.40836 -0.90367
H: 1.93180 -0.03141 0.61964

=====

- Which of these has the highest energy relative to the best compared isomer or geometry (same formula, charge and spin)?
  C2H7N2OS

=====

What did the second record say?
Here is a gas-phase ion, C2H7N2OS (charge +1) at a distorted geometry from the OMol25 dataset. Energies are from wB97M-V/def2-TZVPD.

HOMO energy (spin up / spin down) = -12.7 / -12.7 eV
structure (SMILES) = C/S(=C/[NH3+])#[N+][O-]
energy relative to the best compared isomer or geometry (same formula, charge and spin) = 129.6 kcal per mole
net charge = +1

Geometry (Å):
C: -1.22541 1.81982 -0.30061
S: -1.01559 0.02602 -0.60107
C: 0.77942 -0.40933 -0.15218
N: 1.23029 -1.82803 -0.24108
N: -0.62871 -0.59707 1.40168
O: -0.83573 0.33527 2.05808
H: -1.99328 2.16816 -0.93566
H: -0.32781 2.27652 -0.71615
H: -1.17630 1.88929 0.78782
H: 1.32513 0.47477 -0.56934
H: 2.19337 -1.75051 -0.12887
H: 0.70456 -2.30194 0.52726
H: 0.97006 -2.10295 -1.12988

=====

- energy relative to the best compared isomer or geometry (same formula, charge and spin) of number 10 (C2H7N3)?
  84.4 kcal per mole

=====

- Among the records above, which one has the highest energy relative to the best compared isomer or geometry (same formula, charge and spin)?
  C2H7N2OS